Entry 1:
ORCA calculation (ωB97M-V with the def2-TZVPD basis set) on C20H22Cl5Ru as an isolated structure.

Results
**E_LUMO (spin up / spin down)**: 0.39 / 0.39 eV
**Maximum force**: 0.9 eV/A
**HOMO (spin up / spin down)**: -6.92 / -7.64 eV
**HOMO-LUMO gap (spin up / spin down)**: 7.31 / 8.04 eV
**Calculated total energy**: -3171.13165 Ha
**Relative energy (zero: lowest compared OMol25 entry of this formula, charge and spin)**: 0.0 kcal/mol

Geometry as ORCA input:
```
! wB97M-V def2-TZVPD RIJCOSX def2/J DEFGRID3
* xyz 0 2
Ru 0.84405 -0.56219 0.08276
Cl -4.92104 1.83471 2.99339
Cl 0.21792 3.12414 3.94857
Cl -2.80939 3.38191 4.67661
Cl 1.08049 1.27698 1.60544
Cl -4.06808 0.18350 0.53369
C -2.32662 2.46228 3.30736
C 2.95255 -1.29491 0.09170
C 2.40886 -1.46828 -1.19182
C -0.97856 2.36084 2.97405
C -1.05507 0.33637 -0.28041
C -1.51808 0.99654 1.00006
C -0.99231 1.35879 -1.47275
C -2.31085 2.12647 -1.65039
C 2.32537 -1.82600 1.25012
C 1.20611 -2.20327 -1.30686
C 3.11241 -0.93107 -2.40599
C 0.53793 -2.71950 -0.16254
C -3.26382 1.77535 2.53805
C -0.74829 0.56053 -2.75397
C 2.89075 -1.57016 2.61893
C 1.13099 -2.55438 1.11208
C -2.86099 1.05831 1.41354
C -0.62145 1.61172 1.86671
C -0.75348 -3.46982 -0.31122
C 0.12658 2.39184 -1.32257
H 1.10962 1.91487 -1.27978
H 3.85687 -1.64473 -2.76607
H 3.20757 -2.50707 3.07985
H 2.40794 -0.74299 -3.21593
H 3.62480 0.00329 -2.17712
H 0.76369 -2.35274 -2.28403
H -1.19771 -3.29378 -1.29017
H 0.63761 -2.95448 1.98948
H -0.58557 -4.54341 -0.20084
H 0.11754 3.07021 -2.17980
H 3.84466 -0.69122 0.20678
H 3.75479 -0.90790 2.57525
H -2.56060 2.71733 -0.76569
H 0.22645 0.07149 -2.72826
H 0.00389 3.00222 -0.42461
H -3.13945 1.44675 -1.84971
H -1.46967 -3.15621 0.44846
H 2.14296 -1.11258 3.26884
H -1.82356 -0.38477 -0.56155
H -2.23331 2.81867 -2.49253
H -0.78308 1.21828 -3.62639
H -1.51142 -0.21190 -2.88072
*
```

Here are the Löwdin charges for atoms 1 to 6, given in e: number 1, Ru, carries 0.902; number 2, Cl, carries 0.688; number 3, Cl, carries 0.694; number 4, Cl, carries 0.688; number 5, Cl, carries 0.790; number 6, Cl, carries 0.732


Entry 2:
ORCA calculation (ωB97M-V with the def2-TZVPD basis set) on a single C20H22ClN3O2 molecule.

Results
**E_LUMO**: 0.70 eV
**Maximum force**: 0.6 eV/A
**HOMO**: -7.81 eV
**HOMO-LUMO gap**: 8.50 eV
**SMILES**: O=C(Cc1ccc(Cl)cc1)NCC(=O)N1CCN(c2ccccc2)CC1
**Calculated total energy**: -1550.31120 Ha
**Relative energy (zero: lowest compared OMol25 entry of this formula, charge and spin)**: 25.1 kcal/mol

Geometry as ORCA input:
```
! wB97M-V def2-TZVPD RIJCOSX def2/J DEFGRID3
* xyz 0 1
Cl -4.95152 2.23042 -0.74666
O 1.09892 -0.83382 -2.14361
O -0.58442 -2.69596 1.61694
N 0.22600 -2.63908 -0.48541
N 2.87393 -0.17035 -0.93307
N 2.29838 2.01794 0.28388
C 1.48403 -2.03665 -0.12344
C 3.63507 -0.06648 0.29054
C -4.55104 -0.18914 0.37757
C -0.76815 -2.77667 0.42197
C 3.09284 0.97135 -1.79948
C -4.13736 0.71133 -0.58862
C 1.03065 1.72110 0.79167
C -1.34594 2.17069 0.81748
C -2.13293 -3.05134 -0.19890
C 2.45818 2.22394 -1.14287
C -0.08319 2.42497 0.32323
C 0.82425 0.79375 1.81448
C 3.46588 1.37988 0.83880
C -3.89672 -1.40208 0.49503
C -1.54123 1.21310 1.79794
C -3.07601 0.41250 -1.42627
C -0.44528 0.53876 2.30097
C -2.43364 -0.80477 -1.30054
C -2.84095 -1.73061 -0.34550
C 1.79086 -0.94334 -1.14471
H -2.53152 1.00482 2.17094
H 1.48541 2.40854 -1.59208
H 4.69029 -0.26499 0.06830
H 4.32794 1.98840 0.54776
H 3.09646 3.09873 -1.31342
H 1.65120 0.25678 2.25269
H 1.36758 -1.63463 0.88690
H 3.29567 -0.80621 1.01070
H 4.17085 1.09343 -1.93303
H -2.69439 -3.70330 0.46969
H 3.40942 1.38251 1.92670
H -5.37441 0.05613 1.03041
H -2.01278 -3.53570 -1.16842
H 2.29009 -2.78153 -0.12984
H -1.60455 -1.02085 -1.95767
H -0.57315 -0.20982 3.06781
H -4.21421 -2.10260 1.25284
H -2.18426 2.73514 0.43787
H -2.75415 1.12444 -2.16968
H 2.63088 0.76400 -2.76417
H 0.03917 3.19832 -0.41989
H -0.00217 -2.52104 -1.46579
*
```

Here are the Löwdin charges for atoms 1 to 6, given in e: number 1, Cl, carries 0.670; number 2, O, carries 0.054; number 3, O, carries 0.066; number 4, N, carries 0.077; number 5, N, carries -0.054; number 6, N, carries -0.101


Entry 3:
ORCA calculation (ωB97M-V with the def2-TZVPD basis set) on C20H22CuN8OS as an isolated structure.

Results
**E_LUMO (spin up / spin down)**: -0.24 / -0.68 eV
**Maximum force**: 1.3 eV/A
**HOMO (spin up / spin down)**: -7.93 / -7.91 eV
**HOMO-LUMO gap (spin up / spin down)**: 7.68 / 7.23 eV
**Calculated total energy**: -3327.28563 Ha
**Relative energy (zero: lowest compared OMol25 entry of this formula, charge and spin)**: 0.0 kcal/mol

Geometry as ORCA input:
```
! wB97M-V def2-TZVPD RIJCOSX def2/J DEFGRID3
* xyz 0 2
Cu 0.04499 -0.28850 0.73804
S 0.37833 -1.10051 2.99256
O -1.97910 -0.03594 0.46370
N 0.85703 1.40695 4.18404
N -0.51079 -4.20853 0.45611
N 1.09502 -2.95816 -0.10206
N 2.08929 0.40471 0.65794
N 0.01398 -2.17561 0.07852
N -0.14828 1.66513 0.98352
N 0.79191 -4.17440 0.12239
N -1.39873 2.13605 0.97468
C -2.27613 1.17832 0.71353
C -1.17085 -5.44618 0.83619
C -4.07254 2.90660 0.49775
C 2.15663 1.65327 1.15435
C -5.41212 3.25837 0.48271
C 0.82913 3.83226 1.56201
C 3.19203 -0.33186 0.56979
C -0.97730 -2.96025 0.44486
C -6.02125 0.97890 0.94271
C -4.68315 0.62057 0.93870
C -3.70267 1.58271 0.71935
C 4.43418 0.14888 0.94376
C 0.46418 -5.98874 2.71245
C -6.38744 2.29712 0.71104
C -1.00030 -5.80796 2.32090
C 3.36586 2.19188 1.57973
C 4.51599 1.43182 1.46494
C -1.69574 -4.79637 3.22828
C 0.88590 2.38141 1.22245
C 0.63302 0.37353 3.70652
H 5.31352 -0.46992 0.83604
H 3.05581 -1.33708 0.19058
H -7.43475 2.57184 0.71096
H -6.78023 0.22910 1.12634
H 1.01051 -5.04693 2.65635
H -1.19181 -3.82872 3.21620
H 3.39696 3.18211 2.00989
H -1.50824 -6.77201 2.42415
H -0.19133 4.18765 1.45332
H -1.98632 -2.63849 0.64242
H -3.30196 3.64722 0.33806
H 1.49453 4.40214 0.91102
H -5.69763 4.28579 0.29672
H -0.75343 -6.23319 0.20986
H -2.73940 -4.65316 2.93768
H 0.96119 -6.71555 2.06788
H 0.52191 -6.34315 3.74171
H 1.14488 3.97451 2.59768
H 5.46856 1.82992 1.78820
H -1.68085 -5.15258 4.25824
H -4.38099 -0.40310 1.11484
H -2.23110 -5.33682 0.61241
*
```

Here are the Löwdin charges for atoms 1 to 6, given in e: number 1, Cu, carries 0.421; number 2, S, carries 0.562; number 3, O, carries -0.090; number 4, N, carries 0.057; number 5, N, carries -0.075; number 6, N, carries 0.026


Entry 4:
ORCA calculation (ωB97M-V with the def2-TZVPD basis set) on C20H22F2N5O2Se2V as an isolated structure.

Results
**E_LUMO (spin up / spin down)**: -1.02 / -1.14 eV
**Maximum force**: 3.0 eV/A
**HOMO (spin up / spin down)**: -6.61 / -7.02 eV
**HOMO-LUMO gap (spin up / spin down)**: 5.59 / 5.88 eV
**Calculated total energy**: -7146.16598 Ha
**Relative energy (zero: lowest compared OMol25 entry of this formula, charge and spin)**: 19.2 kcal/mol

Geometry as ORCA input:
```
! wB97M-V def2-TZVPD RIJCOSX def2/J DEFGRID3
* xyz 0 3
Se 0.29521 -0.45843 -2.56988
Se 0.98779 -1.68638 0.59619
V 1.37020 0.49163 -0.66782
F 0.82624 2.65728 -2.30546
F 2.81195 2.53950 -1.35554
O -3.48613 -1.52821 -0.34971
O -3.31918 -3.62374 -2.14667
N -0.37867 1.34992 0.02080
N 1.82394 1.11998 1.03441
N 0.93566 1.67608 1.90250
N -2.63893 1.88729 0.07364
N 3.23075 -0.12750 -0.70755
C 3.86115 -0.95364 -1.54508
C -3.78012 2.66618 2.06640
C -1.53151 1.47936 -0.55644
C 3.92695 0.44192 0.31354
C -2.14729 -1.86765 0.07368
C -1.36041 -2.53696 -1.05857
C 5.30695 0.25290 0.43807
C -2.48149 3.10383 4.04533
C -1.28719 -1.63070 -2.29746
C -0.23787 1.74461 1.35981
C -2.09788 -3.83396 -1.45924
C 1.90556 1.78190 -2.12198
C -2.62094 2.26218 1.41322
C -1.33618 2.67929 3.40575
C 0.02755 -2.95633 -0.56262
C -1.39150 2.24087 2.08216
C 5.95102 -0.57443 -0.45243
C 5.21270 -1.20818 -1.45387
C 3.11909 1.17140 1.24132
C -3.70636 3.08609 3.38002
H 3.53008 1.71430 2.08424
H -2.43282 3.45090 5.06848
H -0.04767 -3.87040 0.02916
H -2.16474 -0.98825 -2.33777
H -1.46240 -4.41651 -2.13056
H -0.37846 2.66943 3.90772
H -4.05614 -1.54155 0.42279
H -1.60958 1.24791 -1.61266
H -3.78830 -2.92050 -1.68107
H -2.18065 -2.55501 0.92509
H 0.66325 -3.15302 -1.42462
H -2.26367 -4.43062 -0.54956
H 7.01701 -0.74009 -0.37184
H -4.60433 3.40963 3.88850
H -1.29592 -2.24226 -3.19684
H 5.68720 -1.86911 -2.16407
H 5.84481 0.75680 1.22972
H -4.72624 2.65482 1.53812
H -3.50731 1.91603 -0.43318
H 2.35816 1.63619 -3.10623
H 3.25086 -1.40419 -2.31743
H -1.62421 -0.97059 0.39548
*
```

Here are the Löwdin charges for atoms 1 to 6, given in e: number 1, Se, carries 0.747; number 2, Se, carries 0.696; number 3, V, carries 0.289; number 4, F, carries -0.085; number 5, F, carries -0.063; number 6, O, carries -0.080


Entry 5:
ORCA calculation (ωB97M-V with the def2-TZVPD basis set) on C20H22I2N3O2 as an isolated structure.

Results
**E_LUMO**: -4.37 eV
**Maximum force**: 1.9 eV/A
**HOMO**: -11.09 eV
**HOMO-LUMO gap**: 6.72 eV
**Calculated total energy**: -1685.18559 Ha
**Relative energy (zero: lowest compared OMol25 entry of this formula, charge and spin)**: 0.0 kcal/mol

Geometry as ORCA input:
```
! wB97M-V def2-TZVPD RIJCOSX def2/J DEFGRID3
* xyz 1 1
I 6.94892 3.57348 0.71728
I 3.88395 2.89492 2.40133
O 3.88923 -0.47389 3.66049
O 4.68795 -0.01848 1.60973
N -2.12079 -2.72833 -1.32344
N 1.54530 -2.15671 3.45499
N -0.24160 -0.46830 0.81880
C -2.12550 1.01938 0.46126
C -4.46459 -1.02151 -3.86602
C -2.36849 2.84898 2.00735
C -3.27889 -3.26289 -3.60005
C -2.63040 -2.96356 -2.32560
C -1.94515 1.58148 1.71875
C 1.94904 0.39606 0.81429
C -3.16465 3.04496 -0.20768
C 2.27233 -0.41831 1.90222
C 6.20998 1.60022 0.95930
C 1.30096 -1.28185 2.39468
C 5.05365 1.33408 1.56420
C 3.65335 -0.32041 2.48510
C -2.74744 1.77002 -0.50784
C 0.03843 -1.27912 1.82515
C 0.69014 0.34346 0.30572
C -2.97795 3.61371 1.02834
C -3.46928 -2.01090 -4.46313
C 7.10244 0.51286 0.39141
C -1.59672 -0.39323 0.19349
H -2.20877 -1.16210 0.66288
H 2.31494 -1.85773 4.04075
H -2.50989 -1.51289 -4.61874
H 2.63936 1.09934 0.36640
H -5.43420 -1.49296 -3.69826
H 7.77135 0.21014 1.21106
H -1.50538 -0.58412 -0.87174
H 1.62584 -3.12435 3.17088
H -3.29444 4.62632 1.25247
H -3.64889 3.65112 -0.97006
H -4.61323 -0.18073 -4.54333
H 0.42173 0.98202 -0.52828
H -3.82867 -2.32119 -5.44510
H -1.44079 0.98476 2.47739
H -0.75390 -1.92224 2.19418
H -4.10916 -0.62193 -2.91318
H 7.74250 0.87055 -0.41364
H -2.89063 1.37194 -1.50971
H 6.49638 -0.35744 0.13268
H -2.66419 -3.98454 -4.14139
H -2.20902 3.21345 3.01824
H -4.24126 -3.74397 -3.41643
*
```

Here are the Löwdin charges for atoms 1 to 6, given in e: number 1, I, carries 0.856; number 2, I, carries 0.964; number 3, O, carries 0.165; number 4, O, carries -0.036; number 5, N, carries 0.158; number 6, N, carries 0.135